Computed, not measured: C37H94AsF6N6O13 as an isolated structure in a non-equilibrium geometry, with ωB97M-V/def2-TZVPD.

Geometry as XYZ:
```
157
Properties=species:S:1:pos:R:3:forces:R:3:lowdin_charge:R:1
As -0.242845 0.750076 -0.473227 1.022 -0.215 -0.446 0.7750
F -0.073307 0.392738 1.236027 -0.250 -0.142 -0.378 -0.2565
F -0.362746 1.149692 -2.194269 -0.050 -0.042 0.668 -0.2635
F 1.167807 1.765439 -0.289610 -0.416 0.111 -0.307 -0.2563
F 0.822495 -0.563118 -0.924775 -0.072 0.057 0.274 -0.2613
F -1.556671 -0.392542 -0.602612 -0.188 0.464 0.072 -0.2563
F -1.314934 2.073693 -0.134943 0.029 -0.278 0.082 -0.2457
O 4.048173 2.762874 -3.109960 -0.060 -0.077 -0.003 -0.1871
O -0.578529 0.994545 6.462450 -0.066 0.595 0.668 -0.2180
O 1.181135 -5.072215 0.816387 0.146 0.072 0.167 -0.1702
O -0.625820 -5.504256 -3.184148 0.068 0.517 -0.777 -0.1857
O 6.105757 -1.478230 -3.609476 -0.337 0.144 -0.042 -0.2015
O -0.274589 7.274765 0.855156 -0.436 0.083 0.400 -0.1823
O -4.600714 4.958929 -0.597553 0.116 -0.071 0.027 -0.1216
O 1.963936 -6.234059 5.571907 0.105 0.032 -0.154 -0.1852
O -2.496705 1.139681 -8.774578 -0.346 0.041 0.255 -0.2145
O -3.646938 -0.603468 -4.620750 -0.317 0.367 -0.748 -0.1995
O 2.477091 -1.996644 3.195833 -0.351 -0.310 -0.314 -0.1942
O -5.009597 1.460826 2.342188 -0.192 0.385 -0.195 -0.2102
O 2.539468 4.697074 3.890764 0.226 -0.390 0.302 -0.1951
N 0.136893 4.951825 2.484082 -0.543 -0.396 0.423 -0.0499
N 0.785619 -3.511636 4.914951 -0.286 -0.350 0.432 -0.0419
N 3.770516 0.089260 -3.943968 -1.034 0.392 0.625 -0.0312
N -1.363640 -4.431611 -0.666792 0.087 0.857 -0.452 -0.0449
N -3.010109 0.375726 3.847283 -0.050 -0.637 -0.516 -0.0550
N -1.303803 0.002877 -6.507952 0.481 0.796 -0.048 -0.0413
C 2.674428 0.808929 -3.283098 -0.527 0.766 0.173 -0.2208
C 3.534732 4.574475 4.885482 -0.246 0.148 -0.320 -0.1220
C 2.968408 -6.187683 6.537287 1.131 -0.347 0.170 -0.1331
C -1.841290 -3.858453 -1.937213 -0.593 -0.809 0.054 -0.2047
C 0.662018 -4.223527 6.185424 0.629 0.460 -0.352 -0.2202
C -4.177315 -1.763821 -4.027703 0.356 0.134 -0.401 -0.1169
C -4.137465 3.851471 0.168715 -0.601 -0.828 0.113 -0.1512
C -0.590502 0.960577 -7.376360 -0.593 -0.479 0.022 -0.1945
C -6.338934 1.562670 1.858989 0.746 -0.433 -0.577 -0.1143
C -0.591459 0.932153 7.892703 -0.064 -0.532 -1.155 -0.1017
C -0.909180 -4.119606 -3.123906 -0.173 0.830 1.231 -0.2373
C 0.155445 -4.199578 1.245149 -0.213 0.857 -0.477 -0.2185
C 1.279264 -1.464668 3.716864 -0.158 0.400 0.909 -0.2544
C -2.938620 0.289358 2.390571 0.437 0.447 0.093 -0.2108
C 4.372937 4.045058 -3.585172 -0.304 -0.088 0.156 -0.1209
C -1.260656 6.261778 0.926226 -0.579 -0.434 -0.289 -0.2426
C 4.903338 -2.063728 -4.121792 1.320 -0.315 -0.124 -0.2239
C -1.546666 1.938451 -8.063256 0.274 -0.888 -0.557 -0.2163
C -1.865747 0.696084 5.939422 0.955 -0.121 -0.909 -0.2286
C -0.664432 4.919615 1.278348 0.137 0.249 0.166 -0.2268
C -2.291164 -0.345589 -4.273233 -0.276 -0.314 0.574 -0.2143
C -1.634871 0.630331 -5.230887 -0.978 -0.166 0.448 -0.2101
C 1.855570 -5.644343 1.898648 0.372 -0.910 0.296 -0.1271
C 2.716671 -1.556635 1.865593 0.268 -0.214 0.103 -0.0840
C -0.448204 -3.509817 0.023651 0.264 -1.133 0.089 -0.1975
C 0.760437 3.646003 2.701956 0.108 1.154 0.572 -0.1982
C -4.321898 0.369258 1.767334 0.647 -1.129 0.549 -0.2209
C -1.715952 0.682868 4.405677 -0.728 0.147 1.780 -0.1984
C 2.796956 2.296796 -3.563316 -0.284 -0.632 -1.084 -0.2359
C 0.713677 -5.722054 5.974807 -0.631 0.062 0.002 -0.2238
C 0.273000 -5.751279 -4.253074 -0.619 -1.359 0.320 -0.1098
C -3.474941 1.945810 -9.406519 0.072 -0.629 0.193 -0.1116
C -0.868434 8.526956 0.552138 0.489 -0.361 0.121 -0.1144
C 3.714867 -1.304060 -3.570241 0.914 -0.983 -0.290 -0.2217
C 7.268885 -2.095726 -4.088379 -0.214 -0.268 0.330 -0.1350
C 1.056857 -2.095100 5.084379 0.270 -0.205 -0.895 -0.2020
C 1.578735 3.654248 3.994145 0.121 -0.195 -1.470 -0.2170
H 1.210686 -5.224608 -4.083183 0.059 0.168 -0.395 0.0875
H 3.871219 -6.652910 6.128172 -0.208 0.038 -0.335 0.0865
H 5.396197 4.218462 -3.255971 -0.124 0.377 0.046 0.0851
H -2.258540 1.063001 2.012722 -0.339 0.220 -0.198 0.0877
H 0.342518 -6.221194 6.880172 0.185 -0.135 0.008 0.1189
H -4.366063 1.353767 -9.618931 0.192 -0.291 -0.050 0.0834
H -0.005965 -3.527173 -2.924648 0.341 -0.267 -0.101 0.1180
H 2.837953 -1.806665 -3.986024 -0.257 0.350 -0.015 0.1213
H 0.999159 3.800968 4.905896 -0.302 -0.121 -0.025 0.1214
H 4.940356 -3.130548 -3.858026 -0.543 0.024 0.362 0.1175
H 7.233445 -2.262304 -5.170301 0.129 0.348 -0.124 0.0821
H 0.326673 1.352713 8.294283 0.043 0.084 -0.144 0.0816
H -1.836577 8.660643 1.042795 -0.112 -0.184 -0.084 0.0817
H -2.160658 -0.300434 6.284783 -0.341 0.071 0.054 0.1199
H 0.044388 -5.967529 5.147103 -0.080 -0.022 0.104 0.1235
H -0.877620 -5.276508 -0.955811 0.194 0.008 0.457 0.0945
H 2.763938 2.401062 -4.659882 0.050 0.162 -0.034 0.1152
H -0.970197 8.588049 -0.533764 -0.188 0.386 -0.013 0.0862
H 0.394506 -1.625735 3.093661 0.182 -0.177 -0.323 0.1071
H 0.170955 1.477070 -6.793042 -0.012 0.118 -0.010 0.1126
H -4.852702 4.599115 -1.452854 0.018 0.159 -0.030 0.0712
H 3.651491 4.772325 -3.189694 0.332 0.182 0.155 0.0881
H -3.618615 -2.623381 -4.415410 -0.086 -0.248 0.320 0.0803
H 1.687411 0.482885 -3.622922 0.140 -0.089 -0.432 0.1062
H -2.596544 1.463168 6.218234 -0.078 -0.084 0.276 0.1214
H -4.136855 -1.729723 -2.934908 0.105 -0.052 0.053 0.0845
H 2.794919 -0.467098 1.868167 -0.076 0.018 -0.348 0.0925
H -6.726638 2.574197 1.968107 0.103 -0.040 0.426 0.0869
H -0.993004 -0.103088 4.197578 0.008 0.097 -0.488 0.0977
H 1.526969 -3.938369 4.369951 0.042 0.102 0.012 0.0840
H -0.082585 0.395114 -8.160781 0.037 0.035 -0.026 0.1109
H -2.809661 -4.350905 -2.083787 -0.016 0.177 -0.514 0.1099
H -0.768132 1.046477 -4.717626 0.292 -0.231 -0.215 0.1039
H 1.368501 -0.381120 3.865539 0.089 0.106 -0.191 0.1194
H 1.956711 -1.909287 1.162981 -0.218 0.305 0.122 0.0693
H -3.059553 2.294151 -10.353602 -0.198 0.563 0.020 0.0852
H -1.786630 6.143419 -0.032186 0.171 0.111 -0.169 0.1206
H -3.815227 2.727839 -8.723741 0.202 0.385 -0.253 0.0845
H -3.318971 3.303544 -0.299991 0.320 0.377 0.116 0.0698
H -1.462697 1.472352 8.268472 0.019 -0.051 0.267 0.0815
H 1.380786 3.427805 1.825781 0.298 -0.467 0.233 0.1171
H 4.324876 4.142735 -4.679011 0.054 -0.344 -0.019 0.0822
H 1.925902 2.836571 -3.176652 0.236 0.135 0.422 0.1225
H 0.199595 -1.623081 5.566719 0.109 0.102 0.150 0.1071
H 2.764903 -6.795731 7.428440 -0.466 0.285 0.106 0.0876
H 2.282815 -4.939396 2.619045 -0.054 0.366 -0.257 0.0740
H 3.086600 4.466477 5.877926 0.000 0.105 0.109 0.0818
H 7.420175 -3.089922 -3.645954 -0.081 -0.024 0.144 0.0823
H 8.093272 -1.459780 -3.777622 0.180 -0.013 -0.285 0.0848
H 4.170849 3.702769 4.707439 0.059 -0.057 -0.048 0.0843
H 4.131543 5.482116 4.834673 0.108 -0.011 0.142 0.0824
H 2.040661 2.658868 3.977832 0.359 0.068 0.552 0.1178
H -6.959239 0.807871 2.351486 -0.232 0.146 -0.111 0.0889
H -2.172284 -0.188173 -6.999248 -0.019 -0.297 0.173 0.0956
H -1.741918 -1.296063 -4.274242 0.146 0.077 0.014 0.1123
H -0.638548 -0.137314 8.126835 -0.159 0.114 0.584 0.0825
H -0.267828 -3.945216 6.686514 -0.161 -0.087 -0.130 0.1190
H 0.440831 -6.833313 -4.271275 0.322 0.100 0.342 0.0834
H 4.602461 0.552036 -3.593241 0.305 -0.477 -0.089 0.1031
H -4.261542 0.375856 0.674115 0.026 0.571 -0.054 0.1206
H -5.214658 -1.852151 -4.344688 -0.039 0.043 0.006 0.0821
H 1.465537 -3.899974 6.866137 0.018 -0.155 0.195 0.1043
H -3.902293 4.164238 1.183324 0.306 0.288 -0.175 0.0831
H -2.065733 6.529681 1.622748 0.276 0.168 0.352 0.1192
H -0.216844 9.304237 0.950784 0.139 0.041 -0.295 0.0815
H -0.130649 4.520768 0.402822 0.131 -0.016 0.060 0.1205
H -1.479501 4.225854 1.495947 -0.125 0.009 -0.348 0.1002
H -2.101752 2.565417 -7.363815 0.258 0.299 0.046 0.1115
H -6.279388 1.371723 0.779970 -0.510 -0.124 0.004 0.0785
H -2.026160 -2.785840 -1.859641 0.101 0.014 0.175 0.0981
H 3.652304 -2.010095 1.536515 0.108 0.151 0.162 0.0892
H 0.368558 -3.197802 -0.635539 0.189 0.157 0.118 0.1089
H 5.002297 -2.082681 -5.216336 -0.458 0.463 -0.082 0.1158
H -3.734408 1.028754 4.111161 0.213 0.278 0.043 0.0996
H -0.981147 2.495336 -8.819159 -0.040 0.534 0.300 0.1206
H -1.328559 1.671580 4.132682 0.192 -0.115 -0.339 0.1164
H -2.423611 -0.640790 2.134588 -0.321 -0.110 -0.210 0.1151
H -2.326056 0.047838 -3.253593 0.502 0.078 0.004 0.1074
H 3.701009 -1.495019 -2.489611 -0.104 0.231 0.129 0.1245
H -4.926854 3.102327 0.302231 -0.114 0.154 -0.097 0.0504
H -0.967923 -2.602513 0.324055 -0.239 -0.063 0.021 0.1013
H 0.017699 2.852162 2.796778 -0.192 0.112 -0.184 0.0968
H 1.242398 -6.341396 2.485269 -0.356 0.147 -0.052 0.0846
H -0.209675 -5.598180 -5.223833 0.226 0.778 -0.018 0.0867
H -1.321784 -3.683292 -4.039039 -0.201 -0.459 -0.245 0.1046
H 3.286632 -5.177501 6.812746 -0.348 0.062 0.152 0.0824
H 1.986650 -1.909909 5.643261 -0.173 0.036 0.375 0.1239
H 0.558081 -3.409658 1.889608 0.123 -0.293 0.177 0.0841
H 2.565226 0.684308 -2.198628 0.645 -0.274 0.094 0.0980
H -4.802700 -0.592297 2.001357 -0.434 0.173 0.200 0.1239
H -0.606866 -4.757682 1.798852 -0.078 0.041 0.029 0.1274
H 0.827606 5.689252 2.489045 0.102 -0.081 -0.231 0.1007
H -2.339389 1.468508 -5.339322 -0.006 0.099 -0.048 0.1188
H 2.667047 -6.261525 1.510458 0.087 0.173 -0.158 0.0857
```
Forces are in eV/Å.

The orbital gap comes out at 0.30911 Eh. The calculation puts the LUMO energy at 2.363 eV. As for the energy above the lowest of the compared OMol25 structures with the same formula, charge and spin: 104.53 kJ/mol. The net charge is -1.